DFT (ωB97M-V/def2-TZVPD) results for C4H5N3 in the gas phase at a distorted geometry.

Last columns: bonded neighbours and bond lengths (Å).
CARTESIAN COORDINATES (ANGSTROEM)
1 H 0.202 -1.971 -0.419  N12 1.013
2 N -0.852 -0.446 2.560  C10 1.157
3 N 1.160 0.975 -0.475  C6 1.263, C8 1.261
4 C -1.114 -0.396 -0.066  H7 1.097, C10 1.485, H11 1.089, N12 1.450
5 H 0.926 2.378 0.833  C8 1.105
6 C 1.170 -0.234 -0.840  N3 1.263, H9 1.085, N12 1.403
7 H -1.248 0.610 -0.481  C4 1.097
8 C 0.685 2.112 -0.212  N3 1.261, H5 1.105
9 H 2.046 -0.683 -1.297  C6 1.085
10 C -0.972 -0.361 1.412  N2 1.157, C4 1.485
11 H -2.019 -0.960 -0.290  C4 1.089
12 N 0.016 -1.023 -0.724  H1 1.013, C4 1.450, C6 1.403

HOMO-LUMO gap ... 8.68 eV
Relative energy (zero: lowest compared OMol25 entry of this formula, charge and spin) ... 3.794 eV
E_HOMO ... -0.294 Eh